1.
{"formula": "C5H12N2O", "method": "ωB97M-V/def2-TZVPD", "elements": ["C", "N", "C", "O", "C", "C", "C", "N", "H", "H", "H", "H", "H", "H", "H", "H", "H", "H", "H", "H"], "positions_angstrom": [[-0.491, -2.929, -0.335], [0.394, -1.790, -0.384], [0.279, -0.816, 0.697], [-0.534, -0.941, 1.546], [1.150, 0.488, 0.750], [0.193, 1.586, 0.567], [0.267, 2.328, -0.900], [-1.025, 2.003, -1.530], [0.020, -3.731, -0.827], [-1.546, -2.722, -0.807], [-0.794, -3.483, 0.563], [0.639, -1.438, -1.331], [1.803, 0.469, 1.599], [1.942, 0.427, -0.021], [-0.814, 1.280, 0.876], [0.468, 2.492, 1.163], [1.183, 2.061, -1.455], [0.271, 3.397, -0.640], [-1.861, 2.337, -1.065], [-1.014, 1.003, -1.697]], "lowdin_charge": [-0.14, -0.01, -0.46, 0.08, -0.14, -0.20, -0.22, -0.04, 0.06, 0.11, 0.08, 0.14, 0.11, 0.11, 0.10, 0.11, 0.10, 0.09, 0.07, 0.05], "smiles": "CNC(=O)CCCN"}



2.
{"formula": "C5H12N2O", "method": "ωB97M-V/def2-TZVPD", "elements": ["C", "N", "C", "C", "C", "C", "N", "H", "H", "H", "H", "H", "H", "H", "H", "H", "H", "O", "H", "H"], "positions_angstrom": [[2.699, -0.827, -1.063], [1.825, -1.491, -1.709], [0.451, -1.150, -1.597], [-0.067, -0.516, -0.553], [-1.570, -0.377, -0.363], [-1.875, 1.121, 0.011], [-0.824, 1.741, 0.837], [2.586, 0.155, -0.631], [3.694, -1.252, -1.078], [-0.087, -1.499, -2.491], [0.626, -0.123, 0.193], [-1.754, -0.996, 0.519], [-2.054, -0.648, -1.288], [-2.845, 1.075, 0.503], [-1.949, 1.701, -0.920], [-0.551, 2.615, 0.411], [-1.181, 1.961, 1.756], [1.184, -0.833, 2.457], [0.962, -0.327, 3.244], [0.730, -0.330, 1.762]], "lowdin_charge": [-0.05, -0.02, -0.17, -0.14, -0.17, -0.26, -0.01, 0.07, 0.06, 0.11, 0.05, 0.11, 0.10, 0.10, 0.11, 0.07, 0.07, -0.06, 0.03, -0.02], "smiles": "C=N/C=C/CCN.O"}



3.
{"formula": "C5H12N2O", "method": "ωB97M-V/def2-TZVPD", "elements": ["C", "C", "C", "N", "C", "C", "N", "O", "H", "H", "H", "H", "H", "H", "H", "H", "H", "H", "H", "H"], "positions_angstrom": [[-1.348, -2.086, 0.753], [-0.425, -1.338, 1.739], [0.698, -0.552, 1.074], [0.170, 0.534, 0.236], [1.208, 1.135, -0.586], [0.736, 2.030, -1.715], [-0.557, 1.907, -2.146], [1.504, 2.793, -2.266], [-2.357, -1.710, 0.860], [-1.061, -1.939, -0.287], [-1.340, -3.147, 0.997], [0.050, -2.026, 2.422], [-1.025, -0.689, 2.362], [1.289, -1.266, 0.499], [1.348, -0.118, 1.837], [-0.524, 0.109, -0.365], [1.924, 0.456, -1.071], [1.819, 1.806, 0.016], [-1.256, 1.497, -1.552], [-0.853, 2.604, -2.808]], "lowdin_charge": [-0.10, -0.24, -0.25, -0.06, -0.16, -0.53, 0.16, 0.04, 0.06, 0.06, 0.07, 0.10, 0.10, 0.11, 0.12, 0.07, 0.13, 0.13, 0.08, 0.11], "smiles": "CCCNCC(N)=O"}



4.
{"formula": "C5H12N2O", "method": "ωB97M-V/def2-TZVPD", "elements": ["C", "C", "C", "N", "C", "C", "N", "O", "H", "H", "H", "H", "H", "H", "H", "H", "H", "H", "H", "H"], "positions_angstrom": [[-0.309, 0.816, 2.981], [0.190, 0.757, 1.532], [-0.551, -0.359, 0.766], [0.143, -0.965, -0.381], [0.825, -0.049, -1.283], [0.158, 0.045, -2.654], [-0.376, -1.091, -3.165], [0.180, 1.093, -3.281], [-1.396, 0.921, 2.993], [-0.032, -0.075, 3.524], [0.140, 1.643, 3.531], [1.254, 0.516, 1.547], [-0.002, 1.696, 1.013], [-1.507, 0.034, 0.405], [-0.727, -1.199, 1.441], [0.832, -1.635, -0.073], [1.879, -0.296, -1.433], [0.812, 0.985, -0.942], [-0.586, -1.841, -2.512], [-0.925, -0.995, -4.009]], "lowdin_charge": [-0.12, -0.26, -0.23, -0.08, -0.15, -0.54, 0.15, 0.03, 0.07, 0.06, 0.07, 0.11, 0.10, 0.12, 0.11, 0.10, 0.13, 0.11, 0.09, 0.11], "smiles": "CCCNCC(N)=O"}



5.
{"formula": "C5H12N2O", "method": "ωB97M-V/def2-TZVPD", "elements": ["C", "C", "C", "O", "N", "C", "C", "N", "H", "H", "H", "H", "H", "H", "H", "H", "H", "H", "H", "H"], "positions_angstrom": [[-0.100, 2.277, 0.842], [-0.533, 1.068, -0.035], [-1.885, 1.548, -0.558], [-2.900, 1.432, 0.068], [-0.706, -0.154, 0.745], [0.205, -1.290, 0.586], [0.983, -1.407, -0.712], [1.848, -2.535, -0.943], [0.951, 2.195, 1.134], [-0.161, 3.220, 0.304], [-0.722, 2.210, 1.733], [0.173, 0.973, -0.857], [-1.836, 2.039, -1.548], [-1.647, -0.473, 0.572], [-0.350, -2.215, 0.773], [0.895, -1.300, 1.442], [1.404, -0.431, -0.958], [0.201, -1.390, -1.497], [1.428, -3.337, -0.553], [2.751, -2.430, -0.536]], "lowdin_charge": [-0.04, -0.37, -0.24, 0.07, -0.02, -0.23, -0.31, 0.02, 0.08, 0.08, 0.09, 0.11, 0.13, 0.10, 0.11, 0.11, 0.10, 0.12, 0.05, 0.06], "smiles": "C[C@H](C=O)NCCN"}



6.
{"formula": "C5H12N2O", "method": "ωB97M-V/def2-TZVPD", "elements": ["O", "C", "C", "C", "C", "C", "N", "N", "H", "H", "H", "H", "H", "H", "H", "H", "H", "H", "H", "H"], "positions_angstrom": [[2.822, -2.053, 1.023], [2.262, -1.092, 0.563], [0.826, -0.592, 0.851], [0.170, -0.572, -0.565], [-1.251, -0.063, -0.431], [-1.247, 1.544, -0.254], [-1.133, 2.180, -1.598], [0.141, -1.530, 1.835], [2.876, -0.197, 0.126], [0.794, 0.418, 1.185], [0.086, -1.546, -0.945], [0.824, 0.041, -1.357], [-1.685, -0.539, 0.449], [-1.933, -0.259, -1.358], [-0.512, 1.883, 0.522], [-2.240, 1.801, 0.128], [-0.711, 3.155, -1.463], [-0.505, 1.702, -2.191], [0.810, -2.128, 2.248], [-0.395, -2.152, 1.231]], "lowdin_charge": [0.21, -0.09, -0.23, -0.18, -0.17, -0.25, 0.00, 0.25, 0.22, 0.14, 0.10, 0.18, 0.10, 0.16, 0.10, 0.11, 0.11, 0.03, 0.10, 0.12], "multiplicity": 2, "s2": 0.76, "charge": 1}



The records above yield energy relative to the best compared isomer or geometry (same formula, charge and spin) values of 59.1 71.4 20.2 18.1 54.6 73.6 kcal per mole, respectively.
The records above yield calculated total energy values of -382.4084 -382.3888 -382.4703 -382.4737 -382.4155 -382.0500 Ha, respectively.